C14H20N2O3S | wB97M-V/def2-TZVPD

The geometry in XYZ format:
```
40
Properties=species:S:1:pos:R:3:mulliken_charge:R:1
C -4.572 -1.641 -2.221 -0.827
S -4.500 -2.551 -0.674 -0.082
C -2.790 -2.211 -0.211 -0.170
C -2.512 -2.734 1.192 -1.010
C -1.043 -2.623 1.627 0.040
N -0.909 -3.065 3.001 -0.737
C -0.586 -1.173 1.442 0.415
O -1.005 -0.291 2.198 -0.776
N 0.249 -0.897 0.423 0.002
C 0.714 0.448 0.128 -0.023
C 2.004 0.427 -0.679 -1.232
C 2.741 1.747 -0.649 -0.016
C 3.619 2.013 0.407 -0.236
C 4.303 3.216 0.482 -0.662
C 4.110 4.195 -0.500 -0.332
C 3.225 3.951 -1.554 -0.704
C 2.544 2.719 -1.613 -0.101
C -0.418 1.217 -0.597 0.578
O -0.352 1.548 -1.752 -0.566
O -1.512 1.447 0.143 -0.535
H -5.547 -1.750 -2.620 0.371
H -4.381 -0.600 -2.069 0.272
H -3.840 -2.086 -2.955 0.236
H -2.095 -2.691 -0.922 0.321
H -2.621 -1.113 -0.228 -0.010
H -3.131 -2.152 1.947 0.299
H -2.789 -3.773 1.278 0.470
H -0.451 -3.265 0.969 0.371
H -1.345 -2.405 3.588 0.288
H 0.096 -3.079 3.269 0.302
H 0.511 -1.630 -0.255 0.354
H 0.880 0.948 1.095 0.392
H 2.637 -0.360 -0.280 0.599
H 1.762 0.126 -1.705 0.459
H 3.820 1.257 1.200 0.295
H 4.986 3.398 1.273 0.418
H 4.675 5.131 -0.443 0.350
H 3.052 4.705 -2.326 0.363
H 1.869 2.541 -2.444 0.387
H -1.396 1.054 1.035 0.438
```

Summary:
Structure (SMILES): CSCC[C@H](N)C(=O)N[C@@H](Cc1ccccc1)C(=O)O
E_LUMO, eV: 0.398
Max |F|, Eh/bohr: 0.04031
Charge: 0
HOMO level, eV: -8.63
Energy above the lowest of the compared OMol25 structures with the same formula, charge and spin, eV: 0.158
Electronic energy, eV: -34801.772


C4H11N2O2 | wB97M-V/def2-TZVPD

The geometry in XYZ format:
```
19
Properties=species:S:1:pos:R:3:mulliken_charge:R:1
N -0.260 -2.162 -0.008 -0.740
C -0.085 -0.819 -0.597 0.762
C -1.417 -0.213 -1.292 -0.607
O -2.211 -1.271 -1.886 -0.608
C 0.480 0.068 0.543 -0.975
N 1.416 1.132 0.068 -0.364
C 1.553 2.092 1.345 -0.085
O 2.663 1.971 1.928 -0.800
H -0.931 -2.506 -0.670 0.326
H -0.542 -2.075 0.996 0.222
H 0.822 -0.978 -1.406 0.063
H -1.267 0.408 -2.176 0.253
H -2.181 0.210 -0.702 0.306
H -2.964 -1.511 -1.288 0.302
H -0.381 0.611 1.070 0.268
H 0.800 -0.709 1.268 0.136
H 2.282 0.624 -0.040 0.261
H 1.543 3.153 0.783 0.184
H 0.680 1.977 2.063 0.097
```

Summary:
Structure (SMILES): N[C@@H](CO)CNC[O-]
E_LUMO, eV: 3.099
Max |F|, Eh/bohr: 0.06593
Charge: -1
HOMO level, eV: -2.37
Energy above the lowest of the compared OMol25 structures with the same formula, charge and spin, eV: 4.947
Electronic energy, eV: -11399.102


C12H27FN2O7S | wB97M-V/def2-TZVPD

The geometry in XYZ format:
```
50
Properties=species:S:1:pos:R:3:mulliken_charge:R:1
C -5.829 -0.926 3.429 -0.620
O -5.412 -1.022 2.021 -0.275
C -5.700 -2.343 1.439 -0.497
C -4.698 -2.475 0.106 -0.548
C -3.176 -2.651 0.728 -0.527
C -1.978 -2.106 -0.249 -0.339
C -0.536 -2.822 0.203 -0.682
C 0.526 -1.762 0.864 -0.590
C 1.732 -1.275 -0.134 -0.478
N 1.911 0.257 -0.124 -0.082
O 1.300 0.657 -1.254 -0.190
C 0.528 1.920 -1.022 -0.378
C -0.016 2.359 -2.541 0.207
C 1.273 2.643 -3.516 -0.944
O -0.748 1.150 -3.039 -0.537
S 3.605 0.671 -0.241 1.126
O 4.266 -0.057 -1.439 -0.558
O 3.735 2.199 -0.466 -0.638
F 4.485 0.292 1.189 -0.271
H -5.801 0.235 3.702 0.216
H -6.936 -1.277 3.630 0.264
H -5.069 -1.448 4.187 0.247
H -6.813 -2.481 1.072 0.325
H -5.444 -3.255 2.129 0.292
H -4.845 -1.447 -0.478 0.266
H -5.035 -3.410 -0.545 0.328
H -3.058 -2.178 1.805 0.214
H -3.007 -3.816 0.867 0.251
H -1.881 -0.934 -0.305 0.168
H -2.193 -2.522 -1.339 0.264
H -0.095 -3.457 -0.697 0.339
H -0.826 -3.590 1.068 0.335
H 1.029 -2.319 1.789 0.333
H -0.026 -0.793 1.277 0.311
H 2.772 -1.699 0.255 0.355
H 1.623 -1.641 -1.251 0.322
H -0.411 1.687 -0.346 0.265
H 1.177 2.749 -0.511 0.266
H -0.753 3.263 -2.438 0.439
H 1.413 3.821 -3.565 0.278
H 2.292 2.185 -3.124 0.171
H 1.147 2.212 -4.620 0.278
H -1.692 1.427 -3.234 0.293
C 6.463 2.976 0.287 -0.597
N 7.085 3.999 1.170 0.856
O 6.370 4.501 2.046 -0.516
O 8.273 4.271 0.959 -0.547
H 5.422 2.838 0.585 0.265
H 6.525 3.344 -0.739 0.268
H 7.026 2.048 0.411 0.276
```

Summary:
Structure (SMILES): COCCCCCCCN(OC[C@@H](C)O)S(=O)(=O)F.C[N+](=O)[O-]
E_LUMO, eV: -0.996
Max |F|, Eh/bohr: 0.16653
Charge: 0
HOMO level, eV: -10.15
Energy above the lowest of the compared OMol25 structures with the same formula, charge and spin, eV: 5.581
Electronic energy, eV: -43734.482


C28H59ClF3NO8 | wB97M-V/def2-TZVPD

The geometry in XYZ format:
```
100
Properties=species:S:1:pos:R:3:mulliken_charge:R:1
C 2.028 -4.232 2.149 -1.608
C 1.307 -3.150 1.364 0.856
O 0.481 -3.679 0.329 -0.326
C 1.177 -4.043 -0.823 -1.018
N 1.689 -2.900 -1.588 1.006
C 2.867 -3.289 -2.385 -0.614
C 4.098 -3.547 -1.500 -1.142
C 0.693 -2.117 -2.262 -0.748
F 0.869 -2.168 -3.628 -0.409
F -0.538 -2.663 -2.054 -0.414
C 0.607 -0.620 -1.866 2.125
C -0.625 -0.027 -2.560 -1.955
C 1.870 0.154 -2.332 -1.748
C 2.750 0.881 -1.306 0.498
C 3.347 -0.032 -0.226 0.442
C 2.059 2.129 -0.717 -1.302
O 0.488 -0.696 -0.434 0.065
C -0.520 -0.021 0.258 -0.019
Cl 0.179 0.447 1.856 -0.210
C -1.766 -0.891 0.481 -1.081
C -3.087 -0.223 0.130 0.821
C -4.136 -1.171 -0.432 -1.517
F -3.606 0.377 1.295 -0.409
H 2.696 -4.822 1.517 0.334
H 1.317 -4.910 2.625 0.381
H 2.647 -3.769 2.922 0.396
H 2.016 -2.433 0.938 -0.440
H 0.638 -2.583 2.013 0.386
H 0.487 -4.653 -1.413 0.183
H 2.057 -4.651 -0.591 0.453
H 3.082 -2.484 -3.082 0.349
H 2.643 -4.168 -3.002 0.477
H 4.902 -2.847 -1.730 0.328
H 3.860 -3.421 -0.442 0.282
H 4.487 -4.558 -1.635 0.309
H -1.547 -0.517 -2.257 0.320
H -0.507 -0.157 -3.636 0.559
H -0.700 1.044 -2.367 0.422
H 1.537 0.911 -3.049 0.378
H 2.498 -0.528 -2.910 0.212
H 3.591 1.245 -1.905 0.739
H 3.417 -1.061 -0.578 -0.670
H 4.347 0.307 0.058 0.409
H 2.733 -0.041 0.674 -0.576
H 1.129 2.366 -1.243 0.372
H 2.695 3.013 -0.809 0.326
H 1.822 2.006 0.339 0.106
H -0.762 0.936 -0.206 0.502
H -1.821 -1.194 1.529 0.610
H -1.628 -1.798 -0.109 0.190
H -2.916 0.610 -0.560 0.151
H -4.162 -1.115 -1.522 0.329
H -3.948 -2.208 -0.146 0.397
H -5.118 -0.884 -0.056 0.421
C 10.109 1.509 2.561 -0.795
O 8.722 1.314 2.426 -0.241
C 8.419 0.169 1.655 -0.771
C 6.937 -0.125 1.700 -0.138
O 6.524 -0.769 2.894 -0.445
C 6.255 0.080 4.000 -0.489
C 4.873 0.692 3.958 -0.423
O 4.849 1.803 3.083 -0.347
C 3.531 2.206 2.792 -0.189
H 10.594 1.626 1.585 0.302
H 10.257 2.418 3.140 0.228
H 10.581 0.669 3.084 0.323
H 8.969 -0.701 2.039 0.355
H 8.722 0.330 0.610 0.416
H 6.712 -0.828 0.896 0.349
H 6.369 0.794 1.531 0.196
H 7.009 0.865 4.090 0.231
H 6.312 -0.565 4.879 0.409
H 4.576 1.005 4.969 0.435
H 4.160 -0.072 3.616 0.221
H 2.981 1.397 2.301 -0.173
H 3.586 3.059 2.118 0.248
H 2.982 2.498 3.695 0.381
C -11.642 3.517 -2.467 -0.764
O -10.547 2.879 -1.854 -0.243
C -10.139 1.726 -2.564 -0.602
C -8.847 1.183 -1.997 -0.410
O -7.699 1.901 -2.418 -0.431
C -7.383 3.062 -1.663 -0.555
C -6.590 2.765 -0.411 -0.167
O -7.436 2.297 0.618 -0.307
C -6.692 1.810 1.714 -0.521
H -12.506 2.846 -2.540 0.298
H -11.910 4.372 -1.850 0.228
H -11.388 3.865 -3.475 0.314
H -9.991 1.968 -3.625 0.340
H -10.915 0.950 -2.496 0.419
H -8.716 0.169 -2.381 0.367
H -8.906 1.141 -0.906 0.267
H -8.285 3.624 -1.410 0.260
H -6.761 3.674 -2.318 0.414
H -6.071 3.678 -0.085 0.453
H -5.826 2.009 -0.644 0.000
H -6.065 0.963 1.419 0.051
H -7.398 1.488 2.478 0.284
H -6.041 2.586 2.133 0.292
```

Summary:
Structure (SMILES): CCOCN(CC)C(F)(F)[C@](C)(CC(C)C)O[C@H](Cl)C[C@@H](C)F.COCCOCCOC.COCCOCCOC
E_LUMO, eV: 0.631
Max |F|, Eh/bohr: 0.00589
Charge: 0
HOMO level, eV: -9.36
Electronic energy, eV: -68534.578


C18H29CeClNO2P2 | wB97M-V/def2-TZVPD

The geometry in XYZ format:
```
54
Properties=species:S:1:pos:R:3:mulliken_charge:R:1
Ce 0.736 -0.718 -0.263 0.374
P -1.718 -1.511 0.755 1.460
C -2.167 -1.510 -0.968 -2.032
C -2.042 -0.227 -1.679 0.982
N -0.878 0.510 -1.499 0.361
C -0.826 1.763 -1.988 0.702
C -1.884 2.323 -2.700 -0.697
C -3.012 1.562 -2.970 -0.684
C -3.057 0.259 -2.493 -1.160
C 0.390 2.649 -1.757 -0.944
P 2.005 1.935 -1.509 0.958
H -3.885 -0.442 -2.609 0.508
H -1.777 3.367 -3.033 0.465
H -3.861 1.960 -3.502 0.464
H 0.559 3.198 -2.702 0.481
H 0.189 3.289 -0.887 0.459
H -0.943 -2.296 -1.732 0.154
H -2.971 -2.209 -1.302 0.649
H 2.312 -2.276 -2.285 0.296
O 0.000 -2.585 -1.819 -0.632
H 0.180 -2.874 -2.764 0.290
H 2.079 0.746 -0.591 0.008
O 3.155 -2.002 -2.516 -0.538
H 3.522 -1.978 -1.610 0.377
C 2.750 1.648 -3.107 -1.218
H 2.920 2.683 -3.483 0.491
H 3.663 1.034 -2.977 0.431
H 2.025 1.068 -3.706 0.408
C 3.001 3.140 -0.615 -1.241
H 3.811 2.687 -0.021 0.414
H 3.408 3.760 -1.425 0.444
H 2.323 3.725 0.024 0.467
C -3.028 -0.488 1.402 -1.332
H -3.942 -1.075 1.509 0.429
H -2.673 -0.108 2.354 0.355
H -3.208 0.347 0.723 0.362
C -2.177 -3.208 1.286 -1.244
H -1.670 -3.403 2.247 0.295
H -3.277 -3.251 1.404 0.445
H -1.841 -3.957 0.543 0.355
Cl 1.421 -2.997 2.036 -0.106
C 1.007 -1.662 3.111 0.522
C 0.199 -1.930 4.204 -0.603
C -0.354 -0.861 4.918 -0.433
C -0.113 0.455 4.522 -0.765
C 0.746 0.715 3.474 -0.407
C 1.401 -0.333 2.766 0.549
C 2.328 -0.084 1.672 -1.685
H 0.003 -2.963 4.497 0.507
H -0.980 -1.051 5.781 0.424
H -0.573 1.283 5.065 0.421
H 0.958 1.736 3.171 0.428
H 2.619 0.961 1.528 0.561
H 3.149 -0.801 1.521 0.429
```

Summary:
E_LUMO (spin up / spin down), eV: -6.693 / -6.646
Spin multiplicity: 2
Max |F|, Eh/bohr: 0.07657
Charge: +2
HOMO level (spin up / spin down), eV: -12.90 / -12.89
Electronic energy, eV: -68733.778


C24H62BFNO17P | wB97M-V/def2-TZVPD

The geometry in XYZ format:
```
107
Properties=species:S:1:pos:R:3:mulliken_charge:R:1
C -0.608 -3.953 0.000 -0.384
O -1.453 -4.161 -1.186 -0.412
B -1.783 -2.887 -1.867 0.639
O -2.980 -2.063 -1.480 -0.556
O -0.987 -2.342 -3.015 -0.266
P -0.256 -0.815 -2.485 0.876
O -0.193 -0.892 -0.908 -0.413
O -1.289 0.577 -2.862 -0.243
F -1.863 0.941 -1.738 0.006
O 1.280 -0.676 -3.288 -0.345
C 2.418 -0.785 -2.365 -0.474
C 2.951 0.694 -1.853 -0.011
O 2.990 1.566 -3.037 -0.427
C 2.142 1.298 -0.564 -0.349
N 0.841 1.998 -0.886 -0.096
H -0.812 -4.858 0.736 0.251
H 0.553 -3.993 -0.257 0.209
H -0.851 -2.946 0.588 0.043
H -2.969 -2.079 -0.465 0.290
H 2.261 -1.560 -1.484 0.216
H 3.319 -1.235 -3.008 0.395
H 4.083 0.542 -1.512 0.253
H 3.502 1.069 -3.743 0.311
H 1.877 0.405 0.180 0.093
H 2.878 2.006 0.026 0.270
H 0.623 2.777 -0.214 0.107
H 0.775 2.311 -1.879 -0.003
C 2.589 5.011 -5.909 -0.708
O 1.979 3.829 -6.414 -0.443
C 1.207 3.144 -5.421 -0.174
C -0.287 3.462 -5.557 -0.471
O -0.556 4.842 -5.291 -0.379
C -0.691 5.607 -6.484 -0.762
H 2.904 5.624 -6.756 0.255
H 1.907 5.601 -5.289 0.320
H 3.474 4.742 -5.323 0.292
H 1.571 3.385 -4.415 0.287
H 1.354 2.072 -5.584 0.286
H -0.839 2.878 -4.811 0.253
H -0.664 3.178 -6.547 0.335
H -1.684 5.443 -6.912 0.319
H 0.071 5.360 -7.226 0.337
H -0.590 6.665 -6.226 0.239
C -3.141 -6.390 -3.108 -0.748
O -3.797 -7.631 -2.875 -0.393
C -3.966 -8.394 -4.076 -0.485
C -2.888 -9.476 -4.205 -0.450
O -1.585 -8.904 -4.358 -0.388
C -0.855 -8.884 -3.136 -0.732
H -2.786 -6.004 -2.150 0.226
H -2.283 -6.491 -3.779 0.328
H -3.853 -5.675 -3.532 0.360
H -3.973 -7.737 -4.953 0.299
H -4.944 -8.880 -4.011 0.398
H -3.088 -10.064 -5.108 0.371
H -2.911 -10.163 -3.350 0.304
H -0.450 -9.880 -2.937 0.321
H -1.467 -8.565 -2.290 0.325
H -0.024 -8.182 -3.244 0.249
C -4.689 0.675 4.063 -0.733
O -3.321 0.857 4.412 -0.412
C -2.637 -0.387 4.613 -0.607
C -1.826 -0.782 3.374 -0.088
O -2.674 -1.048 2.252 -0.430
C -2.752 0.057 1.358 -0.631
H -5.063 1.612 3.646 0.255
H -4.828 -0.115 3.318 0.289
H -5.266 0.435 4.961 0.336
H -3.346 -1.177 4.888 0.315
H -1.950 -0.243 5.451 0.285
H -1.283 -1.709 3.592 0.445
H -1.084 -0.013 3.124 0.131
H -1.853 0.086 0.736 0.022
H -2.864 1.009 1.881 0.514
H -3.622 -0.086 0.712 0.319
C 0.534 3.853 2.645 -0.776
O 1.214 4.510 1.582 -0.230
C 0.805 5.875 1.432 -0.590
C 1.802 6.833 2.093 -0.500
O 1.841 6.653 3.513 -0.391
C 2.942 5.853 3.928 -0.657
H 1.085 2.942 2.893 0.072
H 0.467 4.472 3.545 0.497
H -0.473 3.575 2.318 0.362
H -0.206 6.021 1.831 0.367
H 0.776 6.084 0.359 0.352
H 1.474 7.862 1.909 0.370
H 2.805 6.721 1.662 0.313
H 3.853 6.459 3.929 0.343
H 3.087 4.980 3.290 0.237
H 2.750 5.507 4.947 0.244
C 1.062 -1.833 6.460 -0.721
O 1.518 -1.394 5.185 -0.421
C 1.420 0.027 5.028 0.225
C 2.771 0.709 5.272 -0.594
O 3.200 0.555 6.629 -0.411
C 4.152 -0.492 6.780 -0.710
H 1.428 -2.849 6.624 0.273
H 1.425 -1.198 7.274 0.333
H -0.033 -1.849 6.469 0.273
H 0.647 0.436 5.689 0.297
H 1.114 0.214 3.995 -0.058
H 2.658 1.784 5.091 0.252
H 3.535 0.334 4.579 0.409
H 5.135 -0.141 6.456 0.323
H 3.880 -1.387 6.216 0.301
H 4.205 -0.756 7.840 0.252
```

Summary:
Structure (SMILES): COB(O)O[P@](=O)(OF)OC[C@@H](O)CN.COCCOC.COCCOC.COCCOC.COCCOC.COCCOC
E_LUMO, eV: -0.535
Max |F|, Eh/bohr: 0.11675
Charge: 0
HOMO level, eV: -8.92
Electronic energy, eV: -74864.681


H10NO3 | wB97M-V/def2-TZVPD

The geometry in XYZ format:
```
14
Properties=species:S:1:pos:R:3:mulliken_charge:R:1
N 0.068 0.298 0.523 -0.371
H -0.120 1.215 0.130 0.253
H 0.675 0.413 1.332 0.399
H -0.682 -0.362 0.803 0.414
H 0.588 -0.189 -0.235 0.355
H -0.309 3.863 -1.350 0.510
H -1.750 4.087 -0.643 0.507
O -1.016 3.401 -0.794 -0.042
H 2.326 -1.805 -1.712 0.330
H 2.226 -1.825 -0.213 0.325
O 1.802 -1.452 -0.980 -0.678
H -1.368 -2.851 0.345 0.330
H -1.316 -2.631 1.814 0.339
O -1.124 -2.162 0.980 -0.673
```

Summary:
E_LUMO (spin up / spin down), eV: -9.179 / -16.636
Spin multiplicity: 2
Max |F|, Eh/bohr: 0.02034
Charge: +2
HOMO level (spin up / spin down), eV: -18.64 / -18.64
Energy above the lowest of the compared OMol25 structures with the same formula, charge and spin, eV: 0.704
Electronic energy, eV: -7773.246


C12H16N2Si | wB97M-V/def2-TZVPD

The geometry in XYZ format:
```
31
Properties=species:S:1:pos:R:3:mulliken_charge:R:1
C -0.821 -1.296 -1.349 -1.091
Si 0.097 0.412 -0.977 0.454
C 0.033 1.552 -2.475 -1.152
C -1.288 1.283 0.516 -0.911
N -2.400 0.382 0.624 0.295
C -2.593 -0.490 1.634 -0.159
C -3.846 -1.053 1.465 -0.490
N -4.384 -0.544 0.317 -0.645
C -3.555 0.344 -0.109 -0.106
C 1.685 0.080 0.051 0.563
C 2.439 -1.001 -0.409 -0.265
C 3.599 -1.361 0.142 -0.714
C 4.048 -0.633 1.247 -0.400
C 3.320 0.449 1.815 -0.558
C 2.074 0.778 1.254 -0.402
H -1.702 -1.201 -2.114 0.274
H -0.050 -1.904 -1.890 0.351
H -1.120 -1.799 -0.487 0.361
H 0.076 2.630 -2.237 0.371
H 0.727 1.551 -3.403 0.330
H -0.925 1.477 -3.022 0.344
H -1.435 2.249 0.073 0.368
H -1.012 1.288 1.604 0.367
H -1.772 -0.682 2.437 0.233
H -4.244 -1.892 2.020 0.365
H -3.657 0.927 -1.027 0.375
H 2.336 -1.410 -1.391 0.226
H 4.341 -1.971 -0.290 0.390
H 4.895 -0.864 1.785 0.421
H 3.596 1.076 2.641 0.366
H 1.540 1.622 1.554 0.440
```

Summary:
Structure (SMILES): C[Si](C)(Cn1ccnc1)c1ccccc1
E_LUMO, eV: 0.582
Max |F|, Eh/bohr: 0.07884
Charge: 0
HOMO level, eV: -8.25
Energy above the lowest of the compared OMol25 structures with the same formula, charge and spin, eV: 0.000
Electronic energy, eV: -23559.689